Formula: C7H8O4
Source: the Open Molecules 2025 dataset
Level of theory: ωB97M-V/def2-TZVPD

Values from the calculation:
Frontier orbital gap: 10.071 eV
Strongest force on any atom: 10.894 eV/Å
2S+1: 1
LUMO level: 0.4 eV
Relative energy (zero: lowest compared OMol25 entry of this formula, charge and spin): 148.0 kcal per mole
E_HOMO: -9.6 eV

Geometry as XYZ:
```
19
C7H8O4 ωB97M-V/def2-TZVPD
C -1.74 -0.62 0.58
C -0.52 -0.43 -0.04
C 0.57 -1.33 0.11
C 2.04 -0.84 0.17
C 2.26 0.53 -0.51
C 1.23 1.32 -0.77
C -0.26 1.11 -0.26
H -3.16 -0.45 -1.05
H -1.83 -1.50 1.16
H -2.35 0.33 1.35
H 0.51 -1.87 0.97
H 3.35 0.61 -0.85
H 1.45 2.33 -1.26
H -0.82 1.31 -0.94
H -0.07 1.50 1.47
O -2.88 -1.02 -0.37
O -0.11 -1.45 -1.07
O 2.91 -1.42 0.62
O -0.59 1.90 0.71
```



Formula: C32H29AsN5O5PtS2
Source: the Open Molecules 2025 dataset
Level of theory: ωB97M-V/def2-TZVPD

Values from the calculation:
Frontier orbital gap: 4.886 eV
Strongest force on any atom: 0.738 eV/Å
Charge: +1
2S+1: 1
LUMO level: -4.3 eV
Relative energy (zero: lowest compared OMol25 entry of this formula, charge and spin): 19.3 kcal per mole
E_HOMO: -9.1 eV

Geometry as XYZ:
```
75
C32H29AsN5O5PtS2 ωB97M-V/def2-TZVPD
Pt 0.15 -0.10 0.01
O 0.46 -0.47 2.17
N 1.53 -1.22 2.41
C 1.56 -2.00 3.51
C 2.67 -2.75 3.81
C 3.76 -2.72 2.94
C 3.70 -1.92 1.81
C 2.57 -1.15 1.56
S 2.45 -0.06 0.21
H 0.66 -1.97 4.11
H 2.67 -3.35 4.71
H 4.63 -3.31 3.15
H 4.52 -1.87 1.11
C -0.38 -0.61 -4.23
C -0.12 0.68 -4.67
C 0.07 1.70 -3.75
C 0.05 1.42 -2.39
C -0.11 0.10 -1.96
C -0.37 -0.90 -2.87
C 0.09 2.43 -1.33
C 0.12 3.81 -1.60
C 0.12 4.70 -0.58
C 0.01 4.23 0.75
C -0.07 5.13 1.84
C -0.21 4.66 3.12
C -0.29 3.27 3.34
C -0.21 2.38 2.30
C -0.05 2.84 0.98
N 0.04 1.96 -0.09
H -0.59 -1.39 -4.94
H -0.09 0.90 -5.73
H 0.22 2.71 -4.10
H -0.59 -1.91 -2.55
H 0.16 4.15 -2.63
H 0.19 5.76 -0.76
H -0.01 6.19 1.65
H -0.28 5.34 3.95
H -0.41 2.90 4.35
H -0.28 1.32 2.49
C -3.04 -1.34 2.43
As -3.19 -1.02 0.54
C -4.85 -0.14 0.23
C -3.28 -2.65 -0.48
O -1.94 0.00 0.01
H -3.13 -2.40 2.66
H -3.84 -0.79 2.93
H -2.08 -0.96 2.76
H -5.65 -0.79 0.57
H -4.95 0.06 -0.83
H -4.88 0.80 0.78
H -3.68 -3.46 0.14
H -2.30 -2.92 -0.85
H -3.95 -2.47 -1.32
O 0.21 -9.00 3.55
S -1.03 -8.59 2.92
O -1.59 -7.34 3.41
O -1.99 -9.64 2.66
C -0.39 -8.13 1.28
N -0.06 -9.07 0.37
C 0.52 -8.63 -0.74
C 0.79 -7.28 -0.98
C 0.39 -6.41 0.01
N -0.20 -6.83 1.11
C 0.48 -4.93 -0.04
C 1.20 -4.17 -0.96
C 1.11 -2.79 -0.94
N 0.33 -2.14 -0.05
C -0.32 -2.87 0.87
C -0.25 -4.23 0.93
H 0.77 -9.39 -1.47
H 1.27 -6.96 -1.89
H 1.84 -4.64 -1.69
H 1.67 -2.18 -1.62
H -0.90 -2.31 1.59
H -0.78 -4.80 1.69
```



Formula: C14H30Br2O13
Source: the Open Molecules 2025 dataset
Level of theory: ωB97M-V/def2-TZVPD

Values from the calculation:
Frontier orbital gap: 10.338 eV
Strongest force on any atom: 2.109 eV/Å
Structure (SMILES): C[C@H]1COC(=O)O1.C[C@H]1COC(=O)O1.C[C@H]1COC(=O)O1.BrCCBr.O.O.O.O
2S+1: 1
LUMO level: -0.1 eV
E_HOMO: -10.4 eV

Geometry as XYZ:
```
59
C14H30Br2O13 ωB97M-V/def2-TZVPD
C 19.84 -19.30 -10.73
C 20.30 -18.69 -9.42
C 21.69 -18.03 -9.57
O 21.54 -16.71 -9.07
C 20.25 -16.47 -8.81
O 19.84 -15.45 -8.37
O 19.51 -17.60 -8.94
H 20.52 -20.03 -11.16
H 19.72 -18.49 -11.47
H 18.80 -19.60 -10.59
H 20.33 -19.44 -8.63
H 22.02 -17.92 -10.62
H 22.52 -18.59 -9.12
C 21.62 -26.51 -8.81
C 20.16 -26.21 -8.65
C 19.79 -25.75 -7.22
O 19.14 -24.50 -7.39
C 19.27 -24.09 -8.66
O 18.85 -23.05 -9.07
O 19.88 -25.01 -9.41
H 22.02 -27.14 -8.02
H 22.26 -25.63 -8.91
H 21.85 -27.11 -9.70
H 19.52 -27.04 -8.95
H 20.69 -25.66 -6.61
H 19.15 -26.46 -6.71
C 16.04 -17.52 -9.04
C 16.61 -16.88 -10.27
C 16.65 -17.84 -11.49
O 15.97 -17.12 -12.51
C 15.34 -16.04 -11.97
O 14.55 -15.39 -12.56
O 15.76 -15.83 -10.72
H 16.08 -16.82 -8.20
H 16.60 -18.40 -8.74
H 15.00 -17.82 -9.20
H 17.64 -16.54 -10.15
H 16.07 -18.73 -11.22
H 17.67 -18.11 -11.75
Br 15.20 -25.51 -10.98
C 15.41 -24.58 -9.28
C 16.36 -25.31 -8.36
Br 15.99 -27.18 -8.02
H 14.42 -24.57 -8.83
H 15.78 -23.58 -9.47
H 16.44 -24.81 -7.39
H 17.38 -25.27 -8.75
O 17.40 -20.71 -8.44
H 17.76 -21.37 -9.06
H 18.06 -20.62 -7.75
O 17.62 -21.68 -11.39
H 17.70 -22.54 -10.97
H 16.67 -21.46 -11.34
O 14.81 -21.51 -11.64
H 14.95 -20.59 -11.88
H 14.38 -21.46 -10.77
O 14.69 -20.89 -8.94
H 15.55 -20.61 -8.59
H 14.46 -21.65 -8.39
```



Formula: C16H28N4
Source: the Open Molecules 2025 dataset
Level of theory: ωB97M-V/def2-TZVPD

Values from the calculation:
Frontier orbital gap: 11.833 eV
Strongest force on any atom: 3.200 eV/Å
Structure (SMILES): CCCC#N.CCCC#N.CCCC#N.CCCC#N
2S+1: 1
LUMO level: 0.5 eV
Relative energy (zero: lowest compared OMol25 entry of this formula, charge and spin): 31.7 kcal per mole
E_HOMO: -11.3 eV

Geometry as XYZ:
```
48
C16H28N4 ωB97M-V/def2-TZVPD
C -0.79 1.83 -1.45
C -0.97 0.92 -2.74
C -0.67 -0.54 -2.24
C 0.83 -0.68 -2.19
N 2.00 -0.77 -2.14
H -1.08 2.88 -1.51
H 0.27 1.93 -1.22
H -1.28 1.42 -0.57
H -0.47 1.21 -3.66
H -2.04 0.93 -2.95
H -1.13 -1.33 -2.83
H -1.01 -0.58 -1.20
C -1.11 3.16 2.47
C -0.52 1.80 3.00
C -0.87 0.61 2.10
C -0.90 -0.75 2.67
N -0.91 -1.82 3.02
H -1.18 3.45 1.42
H -0.67 4.07 2.89
H -2.18 3.20 2.67
H -0.99 1.67 3.98
H 0.54 1.90 3.27
H -0.20 0.66 1.24
H -1.81 0.73 1.56
C -6.72 -0.74 1.77
C -5.83 -1.03 2.92
C -4.73 -1.98 2.55
C -3.91 -1.52 1.40
N -3.26 -1.23 0.51
H -7.65 -0.20 1.95
H -7.01 -1.67 1.28
H -6.17 -0.15 1.05
H -6.50 -1.49 3.64
H -5.42 -0.10 3.33
H -5.13 -2.93 2.18
H -4.07 -2.20 3.39
C 5.71 -1.78 -2.96
C 6.47 -0.45 -2.69
C 7.98 -0.25 -2.78
C 8.72 -0.87 -1.62
N 9.24 -1.43 -0.76
H 4.63 -1.68 -3.07
H 6.00 -2.53 -2.23
H 6.01 -2.17 -3.94
H 6.17 -0.14 -1.69
H 6.10 0.28 -3.41
H 8.07 0.83 -2.66
H 8.41 -0.52 -3.75
```



Formula: CH2O2S
Source: the Open Molecules 2025 dataset
Level of theory: ωB97M-V/def2-TZVPD

Values from the calculation:
Frontier orbital gap: 7.339 eV
Strongest force on any atom: 8.121 eV/Å
2S+1: 1
LUMO level: -1.6 eV
Relative energy (zero: lowest compared OMol25 entry of this formula, charge and spin): 92.0 kcal per mole
E_HOMO: -9.0 eV

Geometry as XYZ:
```
6
CH2O2S ωB97M-V/def2-TZVPD
C 0.53 -0.11 -0.03
H -0.87 1.07 0.85
H -1.39 -0.77 -0.42
O 0.11 1.05 -0.23
O -0.54 -1.01 -0.09
S 2.17 -0.23 -0.08
```



Formula: CH4O11V3
Source: the Open Molecules 2025 dataset
Level of theory: ωB97M-V/def2-TZVPD

Values from the calculation:
Frontier orbital gap: 6.976 eV
Strongest force on any atom: 4.496 eV/Å
Charge: +1
2S+1: 1
LUMO level: -7.0 eV
Relative energy (zero: lowest compared OMol25 entry of this formula, charge and spin): 31.0 kcal per mole
E_HOMO: -14.0 eV

Geometry as XYZ:
```
19
CH4O11V3 ωB97M-V/def2-TZVPD
O 3.37 -1.00 -1.20
V 2.12 -0.09 -1.64
O 2.56 0.55 -3.07
O -3.67 1.06 -1.36
V -2.06 1.18 -1.56
O -1.82 2.13 -2.81
O -2.20 -1.51 3.07
V -0.88 -1.40 2.14
O 0.37 -1.91 3.02
C -0.23 -0.20 -0.27
O 0.71 -0.89 0.18
O 0.04 0.52 -1.32
O -1.38 -0.10 0.26
O 3.08 -2.84 1.40
H 2.49 -2.31 1.95
H 3.08 -2.41 0.54
O -1.82 2.87 -0.10
H -1.66 2.56 0.80
H -2.11 3.79 -0.02
```